No. 1
8
Properties=species:S:1:pos:R:3:mulliken_spin:R:1 method="wB97M-V/def2-TZVPD" total_charge=0 mol_weight_g_mol=176.39 lumo_ev="0.16 / -3.68" e_above_lowest_kcal_mol=29.1 gap_ha="0.272 / 0.281" s2=2.007 multiplicity=3
C -0.012 0.187 -0.453 0.6754
C 0.025 -0.365 0.872 0.0864
N 0.730 1.049 -1.131 0.7653
O -0.825 -0.080 -1.542 0.0700
O -0.019 0.847 -2.262 0.1930
Cl -0.079 -2.174 1.092 0.0794
Cl 1.555 0.185 1.662 0.0077
Cl -1.374 0.352 1.762 0.1229

***

No. 2
11
Properties=species:S:1:pos:R:3:lowdin_charge:R:1 method="wB97M-V/def2-TZVPD" total_charge=-1 mol_weight_g_mol=183.48 lumo_ev=3.47 e_above_lowest_kcal_mol=82.9 gap_ha=0.289
C -1.462 1.499 -0.364 -0.5508
C -0.010 -1.988 0.526 -0.7634
N 0.060 -0.605 0.327 -0.1640
N 1.720 1.107 -0.674 -0.1332
O -1.997 2.211 0.372 0.1476
O -1.078 1.076 -1.368 0.1520
O -0.560 0.260 1.097 -0.1289
O 1.248 -0.063 -0.508 -0.0934
O -0.923 -2.705 0.834 -0.0015
O 1.572 2.067 0.008 0.0152
Cl 1.430 -2.859 -0.249 0.5204

***

No. 3
20
Properties=species:S:1:pos:R:3:lowdin_charge:R:1 method="wB97M-V/def2-TZVPD" total_charge=+2 mol_weight_g_mol=380.40 lumo_ev=-9.57 e_above_lowest_kcal_mol=20.0 gap_ha=0.074
Na 2.544 -2.535 1.283 0.6854
Na -1.813 1.724 0.607 0.7093
Na 0.689 -0.419 -1.404 0.5562
Na 1.496 2.372 3.307 0.6865
Na 0.627 -2.071 4.046 0.7246
Na 3.774 -0.418 4.095 0.6489
Na 2.696 1.906 0.131 0.7272
Cl -1.843 -2.129 -2.070 0.7028
O -2.765 -1.800 -1.008 -0.3653
O -2.569 -2.921 -3.040 -0.2947
O -1.422 -0.919 -2.817 -0.3794
O -0.676 -2.665 -1.335 -0.4141
C 0.814 -0.203 1.483 -0.9374
O 1.637 -0.190 2.480 -0.2349
O 0.458 0.973 1.143 -0.1265
O 0.521 -1.286 0.871 -0.0735
C -1.040 2.691 -1.980 -0.8990
O -0.772 3.568 -2.802 0.1913
O -0.159 2.000 -1.339 -0.0160
O -2.199 2.323 -1.650 0.1087

***

No. 4
6
Properties=species:S:1:pos:R:3:mulliken_spin:R:1 method="wB97M-V/def2-TZVPD" total_charge=-1 mol_weight_g_mol=123.54 lumo_ev="3.66 / 1.55" e_above_lowest_kcal_mol=0.4 gap_ha="0.160 / 0.235" s2=2.009 multiplicity=3
C -1.124 0.551 0.080 0.4890
C 0.780 -0.447 -0.261 0.5483
O -1.131 1.487 -0.619 0.0859
O 1.067 -1.392 -0.854 0.0683
S -1.924 -0.580 0.874 0.3458
Cl 2.332 0.380 0.780 0.4626

***

No. 5
7
Properties=species:S:1:pos:R:3:lowdin_charge:R:1 method="wB97M-V/def2-TZVPD" total_charge=-1 mol_weight_g_mol=123.47 lumo_ev=3.72 e_above_lowest_kcal_mol=121.4 gap_ha=0.314
C 0.280 -0.985 0.393 -0.6863
C -0.270 0.656 -0.003 -0.8105
O 0.221 -1.713 -0.587 -0.0111
O 0.636 -1.038 1.545 -0.0347
O 0.070 1.210 -1.212 -0.0138
O -1.272 0.853 -0.860 -0.0163
Cl -0.256 1.830 1.373 0.5727

***

No. 6
14
Properties=species:S:1:pos:R:3:mulliken_spin:R:1 method="wB97M-V/def2-TZVPD" total_charge=0 mol_weight_g_mol=307.08 lumo_ev="-3.33 / -3.33" gap_ha="0.240 / 0.218" s2=6.030 multiplicity=5
S 0.352 2.410 2.067 0.8040
C 1.160 1.405 0.827 -0.0741
F 1.539 0.150 1.155 0.0017
F 3.049 1.757 1.559 0.2904
F 1.698 2.053 -0.228 -0.0005
Co -1.737 1.589 -1.322 2.6380
N -0.338 0.872 -0.173 0.2326
S -1.152 -0.462 -0.013 -0.0022
O -1.402 -1.005 1.316 0.0125
O -2.381 -0.204 -0.873 0.0932
C -0.339 -1.885 -0.920 0.0032
F 0.821 -2.168 -0.357 0.0009
F -0.145 -1.564 -2.186 -0.0009
F -1.124 -2.948 -0.851 0.0013

***

No. 7
15
Properties=species:S:1:pos:R:3:mulliken_spin:R:1 method="wB97M-V/def2-TZVPD" total_charge=0 mol_weight_g_mol=313.14 lumo_ev="-0.88 / -1.04" e_above_lowest_kcal_mol=0.0 gap_ha="0.339 / 0.357" s2=6.018 multiplicity=5
Cr 2.229 -1.422 0.284 4.0601
F 3.450 -2.147 -0.845 0.0376
N -0.514 1.328 0.811 0.0061
S 1.108 1.038 0.866 -0.0133
O 1.826 2.255 1.199 -0.0038
O 1.419 -0.162 1.713 -0.0180
C 1.401 0.263 -0.813 -0.0607
F 1.800 1.238 -1.658 0.0023
S -1.184 0.626 -0.405 -0.0144
O 0.039 -0.194 -1.128 -0.0059
O -2.035 1.393 -1.280 -0.0008
C -2.209 -0.823 0.210 0.0071
F -1.455 -1.611 0.933 0.0033
F -3.178 -0.320 0.940 0.0000
F -2.695 -1.463 -0.826 0.0004

***

No. 8
28
Properties=species:S:1:pos:R:3:mulliken_spin:R:1 method="wB97M-V/def2-TZVPD" total_charge=0 mol_weight_g_mol=622.22 lumo_ev="-2.07 / -4.39" gap_ha="0.246 / 0.118" s2=6.059 multiplicity=5
Cu -18.500 10.439 2.450 0.0003
Cu -19.311 6.114 3.979 0.6057
Cu -21.167 7.775 -0.305 0.5117
Cu -18.272 6.152 0.491 0.0593
N -17.058 7.212 4.739 -0.0053
O -16.438 6.784 3.819 0.0219
O -16.658 8.073 5.489 0.0091
O -18.252 6.942 4.675 0.1619
N -21.192 4.238 3.161 -0.0018
O -21.049 3.329 3.957 0.0380
O -20.339 5.057 3.024 0.0480
O -22.180 4.311 2.411 0.1690
N -19.114 7.463 2.017 -0.0184
O -18.579 8.298 2.868 -0.0132
O -19.135 6.295 2.265 0.0491
O -19.383 7.945 0.856 0.0262
N -20.724 10.172 0.775 -0.0117
O -19.764 10.397 1.392 0.0034
O -20.868 9.119 0.086 0.1127
O -21.706 10.939 0.616 0.0780
C -21.003 5.725 0.388 -0.0647
O -19.891 5.946 0.031 0.1358
O -21.624 4.697 0.249 0.6101
O -21.735 6.639 0.849 0.2602
C -16.691 4.748 3.357 -0.0655
O -16.694 3.526 3.406 0.4477
O -15.931 4.984 2.364 0.6567
O -17.749 5.027 2.886 0.1762